No. 1
Formula: C6H7N3O2
Source: the Open Molecules 2025 dataset
Level of theory: ωB97M-V with the def2-TZVPD basis set

Last column: Löwdin charge in e.
Cartesian coordinates (Å):
C (4.7756, 0.4085, 0.0463)  -0.42
N (0.7502, -0.2587, -0.8677)  0.07
O (4.6238, 1.1629, -0.8305)  0.18
C (1.6046, -1.2880, -1.0787)  -0.23
N (-1.5617, 2.6060, -0.1291)  0.12
H (-0.5601, -2.7334, 0.6230)  0.11
C (-0.4035, -0.6925, -0.2952)  -0.26
H (2.3797, -1.1559, -1.9618)  0.16
C (-1.4985, 0.1379, 0.3061)  -0.08
C (-1.8737, 1.4319, -0.6219)  -0.26
H (-0.9613, 2.5795, 0.6895)  0.07
H (-2.3237, 1.3411, -1.6377)  0.10
H (-1.2551, 0.4732, 1.2481)  0.08
H (-2.3610, -0.4449, 0.2493)  0.08
O (4.8634, -0.3340, 0.9263)  0.21
H (0.8719, 0.6871, -1.2038)  0.15
N (1.1102, -2.3870, -0.5696)  0.05
C (-0.0795, -2.0082, -0.0420)  -0.14

Cartesian forces, eV/Å:
-0.576 0.498 -0.507
-0.095 1.943 -1.095
0.273 -0.419 0.415
1.040 0.572 -2.569
0.365 0.383 2.424
-0.329 0.456 -0.570
1.052 -0.865 1.404
-1.263 -0.529 2.500
0.105 1.627 -4.187
-0.603 -2.927 -1.968
0.648 1.391 -0.411
0.691 -0.256 0.974
0.292 0.619 2.252
-1.462 -1.030 0.619
0.261 -0.108 0.099
0.029 -0.196 -0.139
0.627 0.032 -0.282
-1.057 -1.190 1.040

Calculated values
Electronic energy, eV: -14896.0461
2S+1: 3
HOMO-LUMO gap (spin up / spin down), Eh: 0.238 / 0.226
Charge: 0
E_LUMO (spin up / spin down), eV: 0.4 / -2.6
E_HOMO (spin up / spin down), eV: -6.11 / -8.76
M, g/mol: 153.14
Maximum force, eV Å⁻¹: 4.49

***

No. 2
Formula: C6H7N3S2
Source: the Open Molecules 2025 dataset
Level of theory: ωB97M-V with the def2-TZVPD basis set

Last column: Löwdin charge in e.
Cartesian coordinates (Å):
H (3.0283, 0.8875, 0.9719)  0.02
H (4.5022, 0.6291, -0.0216)  0.04
H (-3.0645, 1.8753, 0.9549)  0.09
H (-1.7381, 2.3520, -0.0334)  0.06
C (-0.7938, -1.6364, 0.1635)  -0.49
C (1.2505, -0.9212, 0.0164)  -0.73
N (0.5232, -2.0387, 0.0482)  0.04
C (-2.6216, 1.7601, -0.0369)  -0.04
H (-3.2672, 2.0275, -0.8744)  0.09
S (-2.4648, -2.1795, -0.0835)  0.95
H (0.9230, -2.9328, 0.4226)  0.17
C (-0.7787, -0.2852, 0.0168)  -0.25
C (-2.1766, 0.3563, -0.1143)  -0.33
C (3.4036, 0.5965, 0.0123)  -0.37
N (0.5431, 0.1838, -0.0870)  0.12
N (-3.0374, -0.6404, -0.3484)  -0.31
S (2.9568, -1.1725, -0.2598)  0.89
H (2.8119, 1.1386, -0.7472)  0.04

Cartesian forces, eV/Å:
-0.004 0.138 0.595
-0.546 0.384 -0.289
-0.434 0.244 -0.281
0.656 0.845 -0.185
-1.703 -0.179 -0.875
0.665 1.383 -1.253
-0.822 -3.056 1.636
0.312 -0.430 0.162
-0.129 0.005 0.360
1.161 0.367 -0.256
-0.753 1.282 -0.762
-0.971 2.456 0.280
1.403 -4.657 -1.045
-0.211 -0.882 -0.781
-0.284 -0.519 0.579
0.433 1.506 1.344
0.292 1.074 0.508
0.935 0.037 0.265

Calculated values
Electronic energy, eV: -32475.3701
HOMO-LUMO gap, Eh: 0.318
Charge: 0
SMILES string: CSc1nc2c(C)nsc2[nH]1
E_LUMO, eV: 0.4
E_HOMO, eV: -8.20
M, g/mol: 185.28
Maximum force, eV Å⁻¹: 4.97

***

No. 3
Formula: C6H7N5O
Source: the Open Molecules 2025 dataset
Level of theory: ωB97M-V with the def2-TZVPD basis set

Last column: Löwdin charge in e.
Cartesian coordinates (Å):
C (0.7740, -0.8803, -0.0337)  -0.30
N (-0.4186, 1.2907, 0.0029)  0.17
H (-4.4076, 0.8022, -0.0992)  0.08
H (2.6760, -1.9361, -0.4834)  0.18
C (3.2756, -0.8475, 0.1844)  -0.02
H (3.9346, -0.0700, -0.3863)  0.08
C (-0.4244, -0.0662, 0.0107)  -0.11
C (0.8858, 1.7791, -0.0893)  -0.19
O (-2.8624, -0.7199, 0.0687)  -0.04
N (0.5193, -2.2129, -0.1319)  0.05
C (-1.5496, -1.0587, -0.1669)  -0.25
N (-1.0048, -2.3122, -0.2099)  0.10
H (3.7241, -0.9979, 1.4361)  0.16
N (1.9168, -0.1023, 0.1815)  -0.17
H (0.9749, 2.7624, -0.5177)  0.10
C (-3.3154, 0.6811, 0.1178)  -0.10
H (-3.1929, 1.5103, -0.6059)  0.09
H (-3.4712, 1.2582, 1.0593)  0.09
N (1.9658, 1.1199, -0.3373)  0.08

Cartesian forces, eV/Å:
-0.981 -1.424 0.872
1.008 -3.268 0.802
0.106 -2.119 -0.029
3.211 2.720 2.173
-2.145 -0.790 0.322
-0.867 -2.121 0.884
-1.157 2.126 -1.025
-1.623 1.138 -3.226
0.338 0.875 -0.738
-0.950 3.408 0.342
2.369 -0.639 1.807
-0.305 3.662 -0.114
-1.678 0.157 -4.225
1.928 -3.815 -1.238
-0.440 0.664 0.537
-3.052 1.787 -0.088
2.235 -1.156 -0.374
1.734 -1.333 0.343
0.271 0.129 2.975

Calculated values
Electronic energy, eV: -15825.2071
HOMO-LUMO gap, Eh: 0.265
Charge: 0
E_LUMO, eV: -1.6
E_HOMO, eV: -8.80
M, g/mol: 165.16
Maximum force, eV Å⁻¹: 4.74

***

No. 4
Formula: C6H7N5O
Source: the Open Molecules 2025 dataset
Level of theory: ωB97M-V with the def2-TZVPD basis set

Last column: Löwdin charge in e.
Cartesian coordinates (Å):
N (-0.5397, 0.8814, -2.7300)  0.07
H (0.0263, -2.2187, 2.8170)  0.14
N (0.5546, -0.1678, -1.0383)  -0.06
C (-0.8463, 0.2187, -1.4661)  -0.28
N (0.6994, 0.9553, -2.9384)  0.06
C (1.3676, 0.3414, -1.9197)  -0.09
H (-1.2790, 2.2372, 2.0437)  0.03
C (0.6486, -2.2389, 1.8329)  -0.01
C (0.0684, -1.4450, 0.7592)  -0.52
C (-0.8345, 2.6586, 1.2572)  0.05
N (-1.4987, 1.1311, -0.6143)  0.16
H (-0.3438, 3.5630, 1.2337)  0.04
H (0.5113, -3.2601, 1.6591)  0.06
O (-1.1066, -1.5053, 0.4564)  0.04
H (1.6928, -2.1896, 1.8272)  0.06
H (2.4070, 0.4126, -1.8898)  0.11
N (0.9699, -0.7208, -0.0054)  0.12
C (-1.0430, 1.9845, 0.1605)  -0.11
H (-1.4542, -0.6375, -1.4448)  0.13

Cartesian forces, eV/Å:
-0.813 0.398 -1.134
1.557 0.843 -1.433
-0.257 1.522 -1.753
1.449 0.863 0.384
-1.575 -0.054 -0.025
-0.507 0.262 -0.286
-1.213 -1.419 3.441
-1.603 -0.156 2.416
-0.620 0.492 -1.507
0.768 0.078 -3.501
0.450 2.606 0.290
0.746 1.877 0.235
-0.617 -1.812 -1.082
-1.019 -0.105 0.293
1.572 0.827 0.928
1.352 -0.404 0.504
1.750 -2.003 3.634
-0.846 -2.473 -0.545
-0.576 -1.342 -0.861

Calculated values
Electronic energy, eV: -15827.6973
HOMO-LUMO gap (spin up / spin down), Eh: 0.280 / 0.280
Charge: 0
E_LUMO (spin up / spin down), eV: -1.3 / -1.3
E_HOMO (spin up / spin down), eV: -8.90 / -8.90
M, g/mol: 165.16
Maximum force, eV Å⁻¹: 4.50

***

No. 5
Formula: C6H7N6
Source: the Open Molecules 2025 dataset
Level of theory: ωB97M-V with the def2-TZVPD basis set

Last column: Löwdin charge in e.
Cartesian coordinates (Å):
C (-1.7252, -0.6026, -1.3902)  -0.18
C (2.3303, 1.9727, 0.5681)  -0.18
N (-2.0855, -1.2359, 1.4446)  0.17
H (-2.4029, -1.2709, 2.4409)  0.16
H (1.8243, 0.0750, 1.2364)  0.17
H (-0.1175, 1.1550, -1.3882)  0.18
N (-2.7368, -0.6388, -1.8933)  0.25
H (1.8517, -1.0672, -1.2166)  0.14
C (1.3326, 0.9985, 0.8010)  -0.17
N (1.5306, -0.1597, -1.5677)  0.17
H (-2.7983, -1.7893, 0.8802)  0.16
C (0.3876, 0.2677, -0.9613)  -0.13
N (0.0997, 1.3293, 1.2099)  0.08
C (-0.5737, -0.6649, -0.5139)  -0.20
H (2.2877, 0.4561, -1.9336)  0.16
H (-0.3037, -1.7423, -0.4661)  0.19
C (-1.1782, -0.4189, 0.8946)  -0.33
N (3.1259, 2.7429, 0.2974)  0.23
N (-0.8488, 0.5932, 1.5580)  0.13

Cartesian forces, eV/Å:
0.842 -0.301 0.582
-0.965 0.361 -0.445
-2.546 -2.737 -0.783
1.106 0.875 -1.252
-0.877 0.378 -0.839
1.007 0.046 0.514
-1.834 0.050 -1.246
0.115 0.443 -0.517
-1.402 -2.320 3.027
-0.400 -0.238 0.503
1.721 1.110 0.532
3.481 2.214 -2.485
2.406 3.538 -1.186
-2.564 -3.128 1.816
-1.262 -0.413 0.362
0.568 0.623 -0.198
-1.330 -1.690 0.735
0.893 0.586 -0.252
1.042 0.602 1.134

Calculated values
Electronic energy, eV: -15264.0160
HOMO-LUMO gap (spin up / spin down), Eh: 0.290 / 0.290
Charge: +1
SMILES string: N#C/C=N/N=C(/N)[C@@H](C#N)C=[NH2+]
E_LUMO (spin up / spin down), eV: -5.8 / -5.8
E_HOMO (spin up / spin down), eV: -13.67 / -13.67
M, g/mol: 163.16
Maximum force, eV Å⁻¹: 4.82

***

No. 6
Formula: C6H7NO
Source: the Open Molecules 2025 dataset
Level of theory: ωB97M-V with the def2-TZVPD basis set

Last column: Löwdin charge in e.
Cartesian coordinates (Å):
H (-0.2118, -0.9137, -1.3161)  0.18
H (-2.4534, 1.1756, 1.1006)  0.15
C (0.4958, -1.0196, 0.7387)  -0.14
H (0.2442, 1.4839, 0.3207)  0.17
C (1.3972, 0.2490, -1.3167)  -0.06
H (0.2836, -2.0940, 0.8640)  0.12
C (-1.5533, 0.5456, 0.6203)  0.00
N (0.9344, 1.3175, -2.0039)  0.09
H (-1.2546, -1.1398, 2.2219)  0.12
O (-0.4300, 1.4409, -1.6309)  -0.09
H (1.2897, -0.6519, 1.3784)  0.13
C (-0.4751, 0.8789, -0.3404)  -0.38
C (0.3441, -0.4036, -0.4991)  -0.37
C (-0.9283, -0.5288, 1.2802)  -0.07
H (2.3175, -0.3399, -1.4175)  0.13

Cartesian forces, eV/Å:
-0.087 -0.726 0.747
2.214 -1.689 -1.631
-3.628 -1.478 3.907
-0.714 0.231 -0.904
-0.770 1.557 -1.687
1.257 0.118 -0.577
-0.227 -2.119 2.851
1.561 -3.610 1.613
0.059 1.755 -1.650
-0.298 0.623 0.259
0.174 0.006 0.129
2.286 0.905 1.453
-0.474 2.891 -5.704
-1.569 0.196 1.811
0.217 1.340 -0.619

Calculated values
Electronic energy, eV: -9867.6759
HOMO-LUMO gap, Eh: 0.367
Charge: 0
SMILES string: C1=C[C@@H]2ON=C[C@H]2C1
E_LUMO, eV: 0.9
E_HOMO, eV: -9.04
M, g/mol: 109.13
Maximum force, eV Å⁻¹: 6.41

***

No. 7
Formula: C6H7NO
Source: the Open Molecules 2025 dataset
Level of theory: ωB97M-V with the def2-TZVPD basis set

Last column: Löwdin charge in e.
Cartesian coordinates (Å):
C (1.1771, -1.1137, 0.2367)  -0.09
H (-2.1425, 1.9785, 0.2238)  0.11
C (-1.5701, -1.0738, 0.1093)  -0.09
H (-0.1885, 0.4451, 1.3631)  0.15
H (1.6733, 2.1171, -0.1253)  0.11
N (1.8633, 0.0054, -0.0210)  -0.01
C (-0.1876, -0.7466, -0.2386)  -0.27
O (-2.3027, 0.0150, -0.0632)  0.00
H (-0.0536, -0.6053, -1.3324)  0.16
C (-0.1821, 0.7030, 0.3150)  -0.28
H (-2.1608, -1.9617, -0.0202)  0.11
C (-1.5397, 1.1252, -0.1028)  -0.08
H (2.8334, -0.0363, -0.0870)  0.14
H (1.6139, -2.0026, -0.0827)  0.08
C (1.1665, 1.1509, -0.1748)  -0.04

Cartesian forces, eV/Å:
-1.148 0.104 -0.248
0.526 -0.119 -0.351
-0.833 -0.818 -0.396
0.153 0.327 1.748
-0.288 -0.467 0.020
-1.152 1.079 0.201
0.370 1.171 0.798
1.307 0.500 0.695
-0.495 -0.162 -0.624
-0.504 0.287 -2.407
0.190 -0.341 -0.098
-1.022 0.388 0.117
1.913 0.105 -0.161
0.980 -1.457 -0.159
0.003 -0.598 0.863

Calculated values
Electronic energy, eV: -9866.5832
HOMO-LUMO gap, Eh: 0.276
Charge: 0
E_LUMO, eV: 0.6
E_HOMO, eV: -6.97
M, g/mol: 109.13
Maximum force, eV Å⁻¹: 2.48

***

Copy entry 7 word for word.
Formula: C6H7NO
Source: the Open Molecules 2025 dataset
Level of theory: ωB97M-V with the def2-TZVPD basis set

Last column: Löwdin charge in e.
Cartesian coordinates (Å):
C (1.1771, -1.1137, 0.2367)  -0.09
H (-2.1425, 1.9785, 0.2238)  0.11
C (-1.5701, -1.0738, 0.1093)  -0.09
H (-0.1885, 0.4451, 1.3631)  0.15
H (1.6733, 2.1171, -0.1253)  0.11
N (1.8633, 0.0054, -0.0210)  -0.01
C (-0.1876, -0.7466, -0.2386)  -0.27
O (-2.3027, 0.0150, -0.0632)  0.00
H (-0.0536, -0.6053, -1.3324)  0.16
C (-0.1821, 0.7030, 0.3150)  -0.28
H (-2.1608, -1.9617, -0.0202)  0.11
C (-1.5397, 1.1252, -0.1028)  -0.08
H (2.8334, -0.0363, -0.0870)  0.14
H (1.6139, -2.0026, -0.0827)  0.08
C (1.1665, 1.1509, -0.1748)  -0.04

Cartesian forces, eV/Å:
-1.148 0.104 -0.248
0.526 -0.119 -0.351
-0.833 -0.818 -0.396
0.153 0.327 1.748
-0.288 -0.467 0.020
-1.152 1.079 0.201
0.370 1.171 0.798
1.307 0.500 0.695
-0.495 -0.162 -0.624
-0.504 0.287 -2.407
0.190 -0.341 -0.098
-1.022 0.388 0.117
1.913 0.105 -0.161
0.980 -1.457 -0.159
0.003 -0.598 0.863

Calculated values
Electronic energy, eV: -9866.5832
HOMO-LUMO gap, Eh: 0.276
Charge: 0
E_LUMO, eV: 0.6
E_HOMO, eV: -6.97
M, g/mol: 109.13
Maximum force, eV Å⁻¹: 2.48